This record from OMol25 describes 4 unconnected molecules or ions with the total composition C21H51N3O6PS3 in a non-equilibrium geometry. The level of theory is ωB97M-V/def2-TZVPD.

Last column: Mulliken charge in e.
Atoms and positions in Å:
C  1.804  -1.295  2.003  -1.118
C  1.235  0.111  1.718  -0.810
C  0.965  0.404  0.231  1.839
C  1.650  1.686  -0.280  -2.076
N  2.168  1.592  -1.670  0.105
C  1.139  1.148  -2.624  -1.241
C  -0.139  1.970  -2.519  0.363
C  -1.091  1.618  -3.665  -1.554
C  -2.550  1.674  -3.180  -1.237
C  -3.012  0.292  -2.722  0.993
S  -3.495  -0.636  -4.315  -0.343
O  -1.995  -0.367  -2.079  0.070
P  -2.399  -1.338  -0.680  -0.091
N  -2.851  -2.720  -1.796  -0.772
O  -4.028  -0.698  -0.790  -0.526
C  -4.265  0.252  -1.786  -0.468
C  -4.753  1.541  -1.115  -0.747
C  -3.885  2.085  0.001  0.013
O  -2.696  2.213  -0.121  -0.465
N  -4.512  2.579  1.194  0.055
C  -4.816  3.997  1.071  -1.034
C  -5.654  1.808  1.677  -0.935
C  3.421  1.083  -1.843  0.393
S  3.880  0.023  -3.014  -0.331
S  4.593  1.850  -0.770  -0.153
C  6.098  0.884  -0.931  -0.806
C  6.075  -0.595  -0.481  -0.167
C  6.711  -1.529  -1.514  -1.198
H  1.871  -1.876  1.086  0.384
H  1.141  -1.838  2.673  0.290
H  2.788  -1.261  2.463  0.255
H  1.898  0.870  2.138  0.476
H  0.299  0.205  2.266  0.394
H  1.243  -0.460  -0.368  0.454
H  -0.108  0.522  0.113  -1.377
H  2.457  1.965  0.388  0.935
H  0.935  2.506  -0.257  0.162
H  0.909  0.091  -2.487  0.402
H  1.538  1.260  -3.631  0.685
H  0.118  3.032  -2.495  0.504
H  -0.662  1.729  -1.601  -0.217
H  -0.939  2.250  -4.538  0.507
H  -0.867  0.593  -3.951  0.417
H  -2.606  2.361  -2.342  0.107
H  -3.202  2.043  -3.971  0.675
H  -2.609  -1.622  -4.190  0.112
H  -2.783  -2.110  0.492  -0.100
H  -1.030  -1.827  -0.610  -0.085
H  -2.010  -0.261  0.191  -0.153
H  -3.369  -3.383  -1.229  0.297
H  -1.970  -3.179  -2.005  0.256
H  -5.090  -0.112  -2.406  0.555
H  -5.750  1.309  -0.757  0.626
H  -4.860  2.340  -1.855  0.380
H  -5.569  4.211  0.299  0.339
H  -3.907  4.538  0.818  0.276
H  -5.194  4.367  2.021  0.362
H  -5.984  2.233  2.621  0.352
H  -6.504  1.807  0.987  0.315
H  -5.347  0.777  1.839  0.298
H  6.508  0.983  -1.933  0.503
H  6.756  1.444  -0.264  0.418
H  5.041  -0.885  -0.315  0.104
H  6.622  -0.672  0.456  0.363
H  6.369  -2.549  -1.367  0.275
H  7.797  -1.503  -1.447  0.344
H  6.424  -1.214  -2.513  0.348
C  8.226  -5.034  0.595  -0.515
O  8.183  -4.636  -0.768  -0.479
H  8.655  -4.205  1.153  0.210
H  7.227  -5.238  0.987  0.234
H  8.858  -5.916  0.740  0.276
H  7.798  -5.352  -1.279  0.278
C  3.556  -4.348  4.130  -0.591
O  3.500  -4.218  2.719  -0.476
H  4.498  -3.909  4.452  0.222
H  2.737  -3.813  4.618  0.266
H  3.535  -5.396  4.445  0.285
H  2.666  -4.587  2.414  0.282
C  -7.709  3.187  5.528  -0.532
O  -8.026  2.936  4.166  -0.467
H  -6.786  3.760  5.538  0.201
H  -8.489  3.771  6.026  0.269
H  -7.548  2.259  6.084  0.267
H  -8.837  2.422  4.134  0.272

Results
DFT total energy in eV: -81152.796
Charge: -1
Orbital gap in eV: 6.4
HOMO energy in eV: -4.19